CH5N3 | the ωB97M-V functional and the def2-TZVPD basis

HOMO-LUMO gap (spin up / spin down) in Ha: 0.3902 / 0.3047
ΔE to the lowest compared entry with this formula, charge and spin in eV: 4.4886
E_tot in eV: -5575.4113

Structure (ORCA input):
```
! wB97M-V def2-TZVPD RIJCOSX def2/J DEFGRID3
* xyz 1 2
N 0.95 -0.80 -0.83
C 0.02 0.04 0.16
N 0.75 0.39 1.18
N -1.36 0.49 -0.12
H 1.74 -0.92 -0.12
H 0.61 -1.80 -0.97
H 0.67 1.12 0.15
H -2.10 0.03 0.39
H -1.28 1.45 0.16
*
```

In elementary charge units, the Löwdin charges are: number 1, N, carries 0.1489; number 2, C, carries -0.3981; number 3, N, carries 0.3681; number 4, N, carries 0.1777; number 5, H, carries 0.1129; number 6, H, carries 0.1330; number 7, H, carries 0.2349; number 8, H, carries 0.1296; number 9, H, carries 0.0929

CH5N3O | the ωB97M-V functional and the def2-TZVPD basis

HOMO-LUMO gap in Ha: 0.3686
ΔE to the lowest compared entry with this formula, charge and spin in eV: 4.0141
E_tot in eV: -7631.6234

Structure (ORCA input):
```
! wB97M-V def2-TZVPD RIJCOSX def2/J DEFGRID3
* xyz 0 1
C 0.03 0.84 0.06
H 1.60 -0.83 0.94
H 2.74 -0.61 -0.20
H -0.32 1.94 0.00
H -0.33 -1.09 -0.31
H -2.41 -0.01 -0.85
N 1.83 -0.73 -0.13
N 1.25 0.69 -0.07
N -0.79 -0.25 0.22
O -2.18 -0.29 -0.02
*
```

In elementary charge units, the natural (NBO) charges are: number 1, C, carries 0.1878; number 2, H, carries 0.3559; number 3, H, carries 0.3457; number 4, H, carries 0.2046; number 5, H, carries 0.3819; number 6, H, carries 0.4519; number 7, N, carries -0.6766; number 8, N, carries -0.3453; number 9, N, carries -0.3563; number 10, O, carries -0.5496

CH5N3O | the ωB97M-V functional and the def2-TZVPD basis

HOMO-LUMO gap in Ha: 0.3181
ΔE to the lowest compared entry with this formula, charge and spin in eV: 3.9391
E_tot in eV: -7631.6984

Structure (ORCA input):
```
! wB97M-V def2-TZVPD RIJCOSX def2/J DEFGRID3
* xyz 0 1
C -0.85 -0.82 -0.06
N 0.95 0.68 0.16
N 0.07 0.12 -0.74
N -2.13 -0.14 0.26
O -2.55 0.62 -0.59
H -0.99 -1.65 -0.81
H -0.41 -1.12 0.95
H 0.52 0.53 1.08
H -0.46 0.95 -1.06
H 1.81 0.19 0.26
*
```

In elementary charge units, the natural (NBO) charges are: number 1, C, carries -0.1957; number 2, N, carries -0.6428; number 3, N, carries -0.4688; number 4, N, carries 0.1327; number 5, O, carries -0.2737; number 6, H, carries 0.2395; number 7, H, carries 0.1958; number 8, H, carries 0.3080; number 9, H, carries 0.3650; number 10, H, carries 0.3400

- Which formula does entry 2 have?
  CH5N3O

- Among the records above, which one has the lowest ΔE to the lowest compared entry with this formula, charge and spin?
  number 3